Here is the molecule C4H6O2 from OMol25. Energies are from ωB97M-V with the def2-TZVPD basis set.

Values from the calculation:
* relative energy (zero: lowest compared OMol25 entry of this formula, charge and spin): 5.162 eV
* electronic energy: -306.31659 hartree
* total charge: 0
* E_HOMO: -8.9 eV

CARTESIAN COORDINATES (ANGSTROEM)
O1 1.088642 0.248358 1.164760
O2 0.054247 -1.898422 -0.166098
C1 -1.203292 0.337019 -0.074272
C2 -0.119821 -0.606465 -0.660621
C3 -0.196477 1.460935 0.152573
C4 0.891973 0.466655 -0.242974
H1 0.313804 -1.805396 0.761673
H2 -1.742359 0.010042 0.821181
H3 1.248803 1.119904 1.571719
H4 1.822673 0.676636 -0.777915
H5 -1.953092 0.677246 -0.801835
H6 -0.205101 -0.686513 -1.748190

Cartesian forces, eV/Å:
0.0 0.1 0.1
0.1 0.0 0.3
-0.1 0.0 0.1
-0.1 0.2 -0.3
-0.1 -0.2 -0.2
0.2 0.1 -0.2
-0.1 -0.1 -0.1
0.1 0.1 -0.1
0.1 -0.1 0.0
-0.2 0.0 0.1
0.1 0.0 0.1
0.0 0.0 0.1

Löwdin population analysis, charges in e, atoms 1 to 6: -0.025 -0.003 -0.151 -0.345 0.139 -0.343